1.
Molecular formula: C5H10N2O2PS
Method: DFT, the ωB97M-V functional and the def2-TZVPD basis

Energy relative to the best compared isomer or geometry (same formula, charge and spin)   121.9 kcal/mol
Net charge   +1
Spin multiplicity   1
LUMO (spin up / spin down)   -8.34 / -8.26 eV

Each line ends with the Löwdin charge.
Atoms and positions in Å:
C -0.637 -1.239 -0.186  -0.52
C 1.044 0.462 -0.411  -0.52
C 1.733 -1.798 0.225  -0.01
C -2.770 -0.412 -0.208  -0.04
C -1.058 2.557 0.111  -0.21
N 0.772 -0.793 -0.102  -0.03
N -1.383 -0.156 -0.367  -0.29
O -0.892 -2.372 0.013  0.17
O 2.067 1.040 -0.279  -0.01
P -0.672 1.194 -1.080  1.13
S 4.548 0.234 -0.189  0.79
H 1.911 -2.246 -0.775  0.13
H 2.598 -1.453 0.781  0.06
H 1.157 -2.502 0.784  0.09
H -3.351 0.418 -0.139  0.06
H -3.166 -0.944 -1.048  0.11
H -2.789 -0.918 0.737  0.11
H -0.196 2.542 0.794  0.06
H -2.011 2.322 0.571  0.04
H -1.176 3.489 -0.347  0.02
H 4.272 0.574 1.119  -0.15

2.
Molecular formula: C23H38ClF9IN2O8P
Method: DFT, the ωB97M-V functional and the def2-TZVPD basis

Net charge   0
Spin multiplicity   1
SMILES   [H]/N=C(/C)C[C@]1(I)[C@@H](Cl)C(=O)O[C@@]1([PH2]=N)C(F)(F)C(F)(F)C(F)(F)C(F)(F)F.COCCOCCOC.COCCOCCOC
LUMO   -0.48 eV

Each line ends with the Löwdin charge.
Atoms and positions in Å:
H -2.201 -4.735 4.721  0.05
N -1.581 -5.260 4.106  0.15
C -1.156 -4.563 3.138  -0.45
C -0.305 -5.225 2.084  -0.08
C -1.560 -3.101 2.933  -0.22
C -0.772 -2.006 3.690  -0.68
I 1.325 -2.356 3.265  1.11
C -1.032 -2.149 5.191  -0.59
Cl 0.171 -1.402 6.294  0.70
C -2.261 -1.300 5.395  -0.51
O -3.199 -1.454 6.111  0.18
O -2.129 -0.199 4.575  -0.01
C -1.383 -0.550 3.393  -0.38
P -2.748 -0.501 2.076  0.82
N -2.351 -0.721 0.595  -0.25
C -0.331 0.555 3.120  -0.46
F 0.534 0.611 4.152  0.07
F 0.344 0.224 2.009  0.07
C -0.834 2.022 2.911  -0.37
F -1.356 2.123 1.683  0.14
F -1.786 2.311 3.809  0.16
C 0.236 3.145 3.066  -0.35
F -0.382 4.277 2.681  0.16
F 0.583 3.265 4.352  0.18
C 1.532 3.034 2.214  -0.55
F 2.340 2.093 2.694  0.19
F 1.224 2.744 0.948  0.18
F 2.172 4.202 2.243  0.18
H 0.747 -5.210 2.372  0.04
H -0.625 -6.261 1.981  0.08
H -0.383 -4.728 1.116  0.07
H -1.510 -2.850 1.872  0.09
H -2.609 -3.047 3.253  0.11
H -1.107 -3.179 5.519  0.10
H -3.243 0.755 2.431  0.03
H -3.687 -1.334 2.705  0.03
H -2.805 -1.492 0.123  -0.02
C 2.643 -3.217 -4.491  -0.11
O 2.744 -4.350 -3.660  -0.19
C 2.872 -3.998 -2.296  -0.21
C 2.727 -5.217 -1.415  -0.18
O 1.379 -5.610 -1.198  -0.14
C 0.769 -6.359 -2.237  -0.18
C 1.116 -7.830 -2.210  -0.21
O 2.394 -8.051 -2.772  -0.19
C 2.848 -9.367 -2.555  -0.11
H 3.526 -2.573 -4.400  0.09
H 2.568 -3.571 -5.517  0.09
H 1.754 -2.623 -4.250  0.09
H 2.104 -3.262 -2.021  0.13
H 3.859 -3.546 -2.121  0.13
H 3.108 -4.957 -0.425  0.13
H 3.321 -6.044 -1.810  0.12
H 1.002 -5.937 -3.217  0.12
H -0.305 -6.269 -2.065  0.13
H 0.357 -8.387 -2.779  0.13
H 1.093 -8.186 -1.171  0.13
H 2.953 -9.581 -1.485  0.09
H 3.819 -9.461 -3.035  0.09
H 2.163 -10.104 -2.991  0.09
C 1.366 6.318 0.010  -0.11
O 0.677 6.713 -1.154  -0.19
C 0.233 5.599 -1.905  -0.21
C -0.715 6.036 -2.999  -0.18
O -2.035 6.286 -2.544  -0.13
C -2.263 7.550 -1.942  -0.19
C -2.482 8.667 -2.937  -0.21
O -1.248 9.120 -3.460  -0.19
C -1.424 9.990 -4.552  -0.12
H 2.248 5.714 -0.234  0.09
H 1.686 7.222 0.524  0.09
H 0.712 5.740 0.672  0.07
H -0.281 4.882 -1.250  0.13
H 1.095 5.090 -2.359  0.13
H -0.806 5.211 -3.708  0.13
H -0.306 6.903 -3.523  0.12
H -1.455 7.813 -1.255  0.12
H -3.184 7.433 -1.369  0.13
H -2.999 9.497 -2.434  0.13
H -3.126 8.304 -3.749  0.13
H -1.933 9.489 -5.384  0.09
H -0.437 10.310 -4.879  0.09
H -2.009 10.875 -4.271  0.09

Q: Which value of spin multiplicity does entry 1 give?
A: 1

Q: What is the net charge in the first record?
A: +1

Q: The lowest net charge belongs to which entry?
A: C23H38ClF9IN2O8P